[1]
One molecule with the formula C6H12N2S at a distorted geometry. Source: the Open Molecules 2025 dataset; level of theory: ωB97M-V/def2-TZVPD.

Each line ends with the natural charge from an NBO analysis.
Atoms and positions in Å:
H -0.015 -0.859 1.708  0.21
N -2.175 0.792 -0.134  -0.75
C -0.671 -1.219 -0.372  -0.49
H 2.123 -1.342 -1.643  0.19
C 0.117 0.004 -0.666  0.31
H -0.982 3.135 0.637  0.22
H -0.550 1.690 1.617  0.20
H -0.438 -1.975 -1.265  0.25
H 2.565 -1.326 -0.063  0.19
C 2.475 -0.659 -0.921  -0.45
C -0.457 2.173 0.693  -0.62
C -0.922 1.318 -0.489  -0.09
H -2.216 0.732 0.952  0.36
N 1.367 0.321 -0.833  -0.44
H -0.928 1.942 -1.444  0.21
C -0.326 -1.696 1.072  -0.62
S -2.406 -0.830 -0.715  0.40
H -1.140 -2.029 1.610  0.22
H 3.368 -0.140 -1.223  0.21
H 0.554 -2.390 1.072  0.22
H 0.657 2.359 0.408  0.24

Properties
- SMILES = C/N=C1/[C@H](C)NS[C@@H]1C
- highest occupied orbital energy (eV) = -8.77
- energy relative to the best compared isomer or geometry (same formula, charge and spin) (kcal per mole) = 54.5
- net charge = 0

[2]
A 2-piece molecular cluster, C6H12N2S overall at a distorted geometry. Source: the Open Molecules 2025 dataset; level of theory: ωB97M-V/def2-TZVPD.

Each line ends with the natural charge from an NBO analysis.
Atoms and positions in Å:
H -0.368 1.877 0.524  0.22
C 0.027 0.520 2.862  -0.75
N 1.457 0.230 -2.333  -0.54
N -0.658 -0.608 -1.998  -0.45
H -0.692 -2.144 0.589  0.23
H 2.326 0.652 -2.585  0.42
C 1.556 -0.631 -1.216  -0.11
H -0.480 0.957 -3.320  0.21
H 0.899 0.551 2.177  0.22
H -0.491 -0.446 2.881  0.21
H -0.871 -2.805 -1.264  0.25
H 2.495 -0.842 -0.664  0.23
C -0.228 -2.340 -0.402  -0.64
H -1.649 3.152 0.653  0.23
H -2.090 1.319 0.580  0.22
C 0.269 -1.114 -1.027  0.06
S -1.274 1.776 2.720  0.17
C -1.369 2.043 0.947  -0.76
H 0.707 -3.147 -0.269  0.20
C 0.070 0.338 -2.722  0.15
H 0.364 0.662 3.866  0.22

Properties
- SMILES = Cc1c[nH]cn1.CSC
- highest occupied orbital energy (eV) = -8.24
- energy relative to the best compared isomer or geometry (same formula, charge and spin) (kcal per mole) = 51.4
- net charge = 0

[3]
An isolated ion of composition C6H12N3O and charge +1 at a distorted geometry. Source: the Open Molecules 2025 dataset; level of theory: ωB97M-V/def2-TZVPD.

Each line ends with the natural charge from an NBO analysis.
Atoms and positions in Å:
H 1.709 -1.306 1.741  0.26
C -0.980 -0.850 -2.088  -0.68
N -0.160 0.606 -0.356  -0.22
C 0.261 2.959 -0.667  0.41
C -0.540 0.452 1.995  -0.64
N -0.124 1.922 -0.194  -0.10
C 1.562 -0.552 0.893  -0.61
O 1.587 1.772 -2.278  -0.46
H -1.321 -0.582 -3.122  0.26
H 0.816 0.635 -3.571  0.41
C 0.017 -0.273 0.832  -0.03
N 0.822 0.811 -2.523  -0.05
H -1.981 -0.706 -1.481  0.26
H -0.554 -1.204 0.604  0.23
C 0.058 0.144 -1.642  0.33
H 1.818 -0.886 -0.100  0.21
H -0.718 -0.135 2.862  0.26
H 1.909 0.536 0.909  0.22
H -0.726 -1.861 -1.838  0.26
H -1.459 0.905 1.628  0.22
H 0.163 1.317 2.338  0.22
H 0.071 3.917 -0.765  0.24

Properties
- SMILES = C#[N+]N(/C(C)=[NH+]\[O-])C(C)C
- highest occupied orbital energy (spin up / spin down) (eV) = -13.37 / -13.38
- energy relative to the best compared isomer or geometry (same formula, charge and spin) (kcal per mole) = 186.2
- net charge = +1